Computed, not measured: one molecule with the formula C4H3NO3 in a non-equilibrium geometry, with ωB97M-V with the def2-TZVPD basis set.

Properties
- HOMO-LUMO gap (hartree) = 0.3350
- HOMO (eV) = -9.543
- strongest force on any atom (eV/A) = 4.1
- LUMO energy (Eh) = -0.0157
- E_tot (eV) = -11826.9969
- relative energy (zero: lowest compared OMol25 entry of this formula, charge and spin) (kJ/mol) = 244.7

CARTESIAN COORDINATES (ANGSTROEM)
H -1.647 0.822 -1.962
O -0.642 -0.338 2.538
O 1.241 -0.498 -0.456
C -0.504 0.488 -2.202
C -0.049 -0.133 -0.904
O 0.232 0.881 -3.101
C 1.228 -0.546 0.847
H -1.342 0.361 2.435
H 2.224 -0.816 1.318
N -0.749 0.035 0.183
C 0.007 -0.256 1.303

Atom charges from the Löwdin analysis, given in e for atoms 1 to 8: atom 1 (H): 0.167, atom 2 (O): 0.042, atom 3 (O): 0.068, atom 4 (C): -0.166, atom 5 (C): -0.227, atom 6 (O): 0.057, atom 7 (C): -0.075, atom 8 (H): 0.127

Computed, not measured: C21H45HfN2P3S2 as an isolated structure in a non-equilibrium geometry, with ωB97M-V with the def2-TZVPD basis set.

Properties
- HOMO-LUMO gap (spin up / spin down) (hartree) = 0.1089 / 0.1109
- charge = +4
- HOMO (spin up / spin down) (eV) = -19.081 / -19.115
- strongest force on any atom (eV/A) = 5.8
- LUMO energy (spin up / spin down) (Eh) = -0.5923 / -0.5916
- E_tot (eV) = -76288.9067
- relative energy (zero: lowest compared OMol25 entry of this formula, charge and spin) (kJ/mol) = 65.6

CARTESIAN COORDINATES (ANGSTROEM)
H -2.992 1.963 2.489
H -3.150 2.727 -2.693
C 3.386 3.619 -0.205
C -2.308 2.224 1.667
H -1.045 -1.058 2.756
H 2.644 3.359 2.715
C 2.424 1.238 -2.023
N 2.043 -1.747 2.798
H -2.428 -1.442 0.711
C -3.330 -4.290 -2.882
H -0.135 -5.484 -2.731
H -0.052 0.369 3.105
H 2.592 -0.913 2.601
C -0.910 4.174 -0.945
H 4.710 1.763 0.972
C -0.549 3.014 -3.467
H 3.687 1.270 2.358
H -2.994 -0.250 -0.461
H -0.488 2.130 -4.110
H 3.759 0.259 0.877
C -3.050 -2.926 -2.922
C -2.669 2.100 -1.930
C -0.661 -3.398 -2.973
S 1.426 -1.521 0.147
P -0.898 2.529 -1.732
C 1.424 0.303 -2.567
H -2.512 -6.288 -2.859
H 1.164 -3.918 5.227
S -1.575 -0.829 -3.605
N 0.390 -3.159 2.022
C -2.275 -5.220 -2.887
H -3.230 2.199 -0.998
H 2.849 4.565 -0.092
H 0.401 3.555 -3.520
H -1.370 4.150 0.042
H -2.768 1.062 -2.268
C 0.269 -3.908 3.292
H -2.878 2.689 0.858
H -0.173 -3.460 1.228
H 0.890 0.628 -3.464
H 1.387 4.176 1.697
H -1.436 4.914 -1.554
C 1.780 3.212 2.052
H 0.984 2.649 2.561
H 2.287 -4.275 3.897
H -1.585 2.963 2.034
P -1.411 0.720 1.119
H -4.369 -4.616 -2.782
H 3.436 0.835 -1.856
H -3.664 -0.241 1.205
C -2.762 -0.404 0.598
H 1.677 -0.766 -2.645
H 1.117 -1.560 4.679
C 1.446 -3.648 4.207
C -1.043 0.037 2.775
C 1.263 -2.165 1.788
H 0.359 -3.018 -2.906
C 3.771 1.282 1.267
H -1.346 3.673 -3.843
H 0.121 4.518 -0.822
H 0.219 -4.973 3.040
C 1.863 -2.200 4.187
Hf 0.783 0.800 -0.571
C -0.947 -4.771 -2.882
H 3.558 3.416 -1.264
H 4.345 3.656 0.323
H -1.152 -0.866 -4.892
H 2.502 2.236 -2.519
H -0.681 -3.630 3.773
C -1.727 -2.492 -3.159
H -3.849 -2.183 -2.842
H -1.791 0.392 3.498
H 2.819 -2.053 4.697
P 2.426 2.307 0.609

Atom charges from the Löwdin analysis, given in e for atoms 1 to 8: atom 1 (H): 0.082, atom 2 (H): 0.087, atom 3 (C): -0.191, atom 4 (C): -0.239, atom 5 (H): 0.035, atom 6 (H): 0.085, atom 7 (C): -0.261, atom 8 (N): 0.056

Computed, not measured: a 9-piece molecular cluster, C32H49F3N2O8S2 overall in a non-equilibrium geometry, with ωB97M-V with the def2-TZVPD basis set.

Properties
- HOMO-LUMO gap (hartree) = 0.3165
- HOMO (eV) = -8.915
- strongest force on any atom (eV/A) = 13.9
- LUMO energy (Eh) = -0.0111
- E_tot (eV) = -83149.0863

CARTESIAN COORDINATES (ANGSTROEM)
S 0.250 1.162 7.145
H 4.179 4.331 1.871
H 4.207 -3.622 2.781
C 2.445 3.552 1.102
H -1.811 1.613 0.821
C -3.911 2.828 -0.555
H -4.425 3.847 -3.696
H 0.627 -5.772 1.592
H 4.685 1.994 -1.652
C -0.770 -2.411 -5.290
O -1.439 -3.525 -1.686
H -4.783 0.915 -0.589
C -2.442 4.836 -2.849
C -1.206 1.634 4.992
H -0.239 -2.165 -6.185
H -2.013 3.887 0.066
C 4.162 -4.747 0.816
H -1.869 0.092 -0.968
C -0.461 3.451 -3.158
C -2.905 3.252 0.494
C -2.529 2.844 -4.209
H -0.692 1.787 -4.575
H 5.642 3.201 0.416
H 1.760 -5.613 -4.317
C 1.193 -5.200 -3.381
H -1.618 -0.345 -2.452
H 1.811 -4.432 3.342
F 3.944 -5.929 -1.282
H 2.427 1.875 -1.863
H 1.863 0.296 5.640
O -0.655 -4.765 -5.551
H 0.593 3.576 -2.986
H -0.382 -3.643 -2.905
H -0.430 0.812 -1.692
C -0.408 -3.848 -4.855
H 1.910 4.020 1.860
O 0.510 2.346 7.898
O -3.850 0.085 1.787
H -1.197 -3.747 -0.832
H -1.976 0.521 6.601
H 1.642 1.880 5.293
H -5.793 2.193 0.177
C 2.154 -5.842 0.229
C 1.960 2.784 -0.049
H 1.542 -6.522 -0.458
C 4.644 3.195 0.204
H 0.559 -1.334 -1.735
C -2.565 2.278 1.267
O 0.314 -0.123 7.731
C 3.827 3.742 1.145
F 0.612 2.961 -0.205
N 0.442 -3.942 -3.535
C 2.710 2.152 -0.958
C -1.163 2.629 -3.947
F -0.468 5.297 -1.726
C 1.684 -1.672 0.568
C 4.097 2.451 -0.838
H 2.783 -1.895 -2.427
C -3.242 3.912 -3.624
H -0.221 -1.702 -4.477
H -3.389 4.056 1.192
C 2.276 -4.675 2.328
H 1.579 -2.796 0.335
C -1.107 -0.081 -1.562
H -0.158 -0.161 4.398
C 1.101 1.023 5.566
N -0.236 -1.128 -1.103
H 0.227 1.410 3.588
C -4.868 1.888 0.113
O 1.788 -1.855 -2.567
H 2.585 -1.470 -0.048
H -0.747 -2.004 -1.033
H -3.118 5.518 -2.362
C 1.581 -5.410 1.392
H 0.638 -5.946 -3.198
H -1.895 2.038 6.941
S -4.093 1.443 1.636
C -1.120 4.624 -2.592
H -3.039 2.190 -4.777
H -1.768 -2.168 -5.300
O -4.649 2.208 2.698
H 1.006 -3.075 -3.274
H 1.919 -1.481 1.620
C 3.419 -5.521 -0.097
H -2.181 1.642 4.529
H -4.420 3.460 -1.099
H -1.016 2.666 4.906
H -3.340 2.180 -1.301
C 3.536 -4.270 2.004
H 1.725 -5.148 -2.508
O 0.046 0.042 1.142
C 0.503 -0.739 0.180
H -2.209 2.496 2.346
C -0.012 0.982 4.491
H 5.113 -4.630 0.720
C -1.387 1.257 6.361

Atom charges from the Löwdin analysis, given in e for atoms 1 to 8: atom 1 (S): 0.676, atom 2 (H): 0.069, atom 3 (H): 0.161, atom 4 (C): 0.045, atom 5 (H): 0.097, atom 6 (C): -0.196, atom 7 (H): 0.151, atom 8 (H): 0.092

Computed, not measured: a 2-piece molecular cluster, C6H16 overall in a non-equilibrium geometry, with ωB97M-V with the def2-TZVPD basis set.

Properties
- HOMO-LUMO gap (hartree) = 0.4291
- HOMO (eV) = -10.643
- strongest force on any atom (eV/A) = 5.2
- LUMO energy (Eh) = 0.0379
- E_tot (eV) = -6479.4092
- relative energy (zero: lowest compared OMol25 entry of this formula, charge and spin) (kJ/mol) = 217.0

CARTESIAN COORDINATES (ANGSTROEM)
H -1.040 0.530 2.926
H 0.549 0.143 -4.011
C -1.618 -1.526 2.352
H 1.007 -0.409 -1.238
C 0.640 -0.155 2.306
H 2.182 1.567 -2.552
H 0.964 -0.430 3.391
H -1.184 0.087 1.167
H -1.201 0.032 -3.359
C -0.069 -0.048 -3.098
H 1.058 -1.001 1.835
H 0.807 2.464 -2.171
H -0.992 -2.184 2.941
H 0.166 -1.258 -3.132
H -0.362 0.663 -1.069
C 0.441 0.403 -1.761
H 0.998 0.725 1.766
C -0.804 -0.191 2.115
H -2.500 -1.466 2.836
H -1.884 -1.848 1.362
H 1.935 1.945 -0.947
C 1.326 1.590 -1.872

Atom charges from the Löwdin analysis, given in e for atoms 1 to 8: atom 1 (H): 0.106, atom 2 (H): 0.065, atom 3 (C): -0.074, atom 4 (H): 0.109, atom 5 (C): -0.160, atom 6 (H): 0.068, atom 7 (H): 0.119, atom 8 (H): 0.067

Computed, not measured: an isolated ion of composition C7H15N2 and charge +1 in a non-equilibrium geometry, with ωB97M-V with the def2-TZVPD basis set.

Properties
- HOMO-LUMO gap (spin up / spin down) (hartree) = 0.2562 / 0.3133
- charge = +1
- HOMO (spin up / spin down) (eV) = -10.354 / -11.496
- strongest force on any atom (eV/A) = 5.6
- LUMO energy (spin up / spin down) (Eh) = -0.1243 / -0.1091
- E_tot (eV) = -10472.3856
- relative energy (zero: lowest compared OMol25 entry of this formula, charge and spin) (kJ/mol) = 377.3

CARTESIAN COORDINATES (ANGSTROEM)
H -2.476 0.861 -0.851
C 0.302 0.817 -0.559
C 1.296 -1.239 -0.848
C -0.638 -0.166 -0.066
H -0.595 -2.153 -0.433
N 0.172 2.117 -0.649
C 2.204 0.272 0.918
H 0.299 -1.565 0.915
H -0.233 0.483 1.958
C 1.767 0.178 -0.447
C -1.081 0.212 1.431
H 2.031 -2.019 -0.542
H -1.538 -0.558 1.994
C -1.941 -0.100 -0.990
H 2.751 1.138 1.193
H 2.184 -0.517 1.711
H 1.083 -1.295 -1.971
H -0.529 2.660 -0.091
H -2.650 -0.783 -0.678
H -1.823 -0.079 -2.091
H 2.447 0.473 -1.257
N 0.042 -1.449 -0.089
H -1.786 1.039 1.464
H 0.822 2.791 -1.046

Atom charges from the Löwdin analysis, given in e for atoms 1 to 8: atom 1 (H): 0.099, atom 2 (C): -0.246, atom 3 (C): -0.089, atom 4 (C): -0.449, atom 5 (H): 0.191, atom 6 (N): 0.164, atom 7 (C): 0.041, atom 8 (H): 0.185

Computed, not measured: Cl4N4 as an isolated structure in a non-equilibrium geometry, with ωB97M-V with the def2-TZVPD basis set.

Properties
- HOMO-LUMO gap (spin up / spin down) (hartree) = 0.2712 / 0.2712
- HOMO (spin up / spin down) (eV) = -9.473 / -9.473
- strongest force on any atom (eV/A) = 3.1
- LUMO energy (spin up / spin down) (Eh) = -0.0769 / -0.0769
- E_tot (eV) = -56041.2345
- relative energy (zero: lowest compared OMol25 entry of this formula, charge and spin) (kJ/mol) = 265.0

CARTESIAN COORDINATES (ANGSTROEM)
Cl 0.421 -2.033 0.568
Cl 1.215 2.127 0.528
N -0.986 1.127 -0.092
N -2.004 0.552 -0.237
Cl -2.023 -1.308 -0.250
Cl 2.494 -0.692 -0.745
N 0.253 0.932 -0.057
N 1.298 -0.601 0.392

For each atom in turn, the Löwdin charge in e is: atom 1 (Cl): 0.493, atom 2 (Cl): 0.677, atom 3 (N): -0.233, atom 4 (N): -0.272, atom 5 (Cl): 0.335, atom 6 (Cl): 0.574, atom 7 (N): -0.583, atom 8 (N): -0.991

Computed, not measured: a 5-piece molecular cluster, C25H64N4O8 overall in a non-equilibrium geometry, with ωB97M-V with the def2-TZVPD basis set.

Properties
- HOMO-LUMO gap (hartree) = 0.3392
- HOMO (eV) = -8.626
- strongest force on any atom (eV/A) = 3.2
- LUMO energy (Eh) = 0.0222
- E_tot (eV) = -49295.0569
- relative energy (zero: lowest compared OMol25 entry of this formula, charge and spin) (kJ/mol) = 357.7

CARTESIAN COORDINATES (ANGSTROEM)
C -1.503 -2.651 -0.083
C 3.169 1.068 0.821
C -1.831 -1.790 3.645
H 0.296 -2.476 9.503
H -5.589 0.453 -1.301
C -3.207 1.347 -5.382
O 4.311 1.372 0.003
H 4.279 2.228 -0.432
H -3.508 -2.481 0.367
O 5.732 2.496 -4.574
H 2.595 -1.350 10.305
H 2.073 0.191 9.675
H -1.691 -4.107 5.870
H -3.335 -0.036 -3.143
H 0.543 -2.270 4.812
H 0.398 -0.416 -0.456
H 5.675 3.570 -1.366
C 2.920 -0.459 0.824
H -3.967 4.547 -5.881
C -3.318 3.688 -6.051
N 0.439 -3.107 6.790
H -0.607 -2.418 0.493
H 3.750 -1.047 1.214
H -4.935 -2.866 -0.430
H -2.438 3.857 -5.430
H 2.796 -0.884 -0.172
C 3.466 1.552 2.252
H 3.530 -0.464 9.069
H -6.164 -3.250 -1.743
H 0.146 1.875 -3.395
H 6.131 1.608 -2.789
N -2.607 -2.104 0.626
C 6.145 2.599 -3.243
H 1.423 -2.910 6.903
H 5.306 4.500 -2.805
H -1.343 -2.496 7.704
O -6.248 -1.389 -0.736
H -2.681 -1.121 0.407
H 3.674 2.557 -2.998
C -1.303 -3.484 5.064
H -4.953 0.071 -5.524
H -2.674 1.271 -6.330
H -4.305 -0.732 -1.016
H -1.584 -0.728 3.650
H 2.078 -0.758 1.449
H 2.555 2.056 2.575
H -2.880 3.595 -7.045
C 2.531 -0.757 9.392
H -1.812 -4.578 1.050
H -0.641 3.458 -3.433
H -1.002 -4.776 -0.467
C -1.752 -4.169 0.041
H 6.469 0.638 -5.135
H 3.525 0.702 2.932
N 3.869 3.107 -2.174
C 6.426 1.660 -5.511
C 2.981 4.190 -1.752
H -6.047 -0.512 -3.474
H 3.217 4.467 -0.724
C 0.241 2.901 -3.751
H -3.507 -0.777 -5.186
H 2.243 1.499 0.440
H 0.353 2.725 -4.821
H 5.729 1.674 -6.349
H 7.435 2.004 -5.738
O -1.345 -0.613 -1.402
H -0.981 -2.318 3.211
C 0.165 -3.141 5.347
H 1.222 3.022 -1.275
C -5.298 -0.588 -1.442
H -2.453 1.495 -4.609
C 1.524 3.832 -1.940
C -0.035 -0.108 -1.407
O 1.457 3.452 -3.311
C -4.049 0.131 -4.919
C -1.599 -2.040 -1.543
H 3.192 5.099 -2.315
C -5.941 -2.714 -0.821
H -0.809 -2.461 -2.166
H -0.037 -0.735 9.192
C 0.388 -1.655 8.791
C 5.211 3.514 -2.351
H -6.759 -3.189 -0.281
H -2.742 -4.425 -0.336
H 0.818 4.646 -1.779
C -0.355 -2.104 7.462
H 0.201 0.956 -1.420
H 0.625 -0.658 -2.078
O -2.060 -2.265 4.903
N -4.223 0.337 -3.446
C -5.100 -0.677 -2.961
H 7.197 2.880 -3.183
H -2.734 -2.016 3.077
O 1.728 -1.378 8.450
H -4.873 -1.682 -3.317
H -1.356 -4.122 4.182
H -2.581 -2.139 -2.006
H 4.391 2.108 2.405
H -0.517 -1.187 6.895
H 0.761 -3.933 4.894
O -4.048 2.513 -5.538

Atom charges from the Löwdin analysis, given in e for atoms 1 to 8: atom 1 (C): -0.393, atom 2 (C): -0.446, atom 3 (C): -0.166, atom 4 (H): 0.117, atom 5 (H): 0.131, atom 6 (C): -0.212, atom 7 (O): -0.072, atom 8 (H): 0.027

Computed, not measured: one molecule with the formula C4H6N2O in a non-equilibrium geometry, with ωB97M-V with the def2-TZVPD basis set.

Properties
- HOMO-LUMO gap (hartree) = 0.3667
- HOMO (eV) = -9.359
- strongest force on any atom (eV/A) = 4.2
- LUMO energy (Eh) = 0.0228
- E_tot (eV) = -9270.2871
- relative energy (zero: lowest compared OMol25 entry of this formula, charge and spin) (kJ/mol) = 310.2

CARTESIAN COORDINATES (ANGSTROEM)
N -0.585 0.521 -0.411
H 0.273 0.315 1.574
N -2.311 -0.959 0.213
H -1.139 -1.327 -1.355
C 0.101 0.949 0.741
C 1.677 -0.633 -0.182
H -2.509 -0.168 0.901
H 2.688 -0.453 -0.705
H -0.230 1.992 0.897
C 0.826 0.596 -0.451
C -1.355 -0.619 -0.578
H 1.214 1.380 -1.049
O 1.349 -1.593 0.405

Atom charges from the Löwdin analysis, given in e for atoms 1 to 8: atom 1 (N): -0.038, atom 2 (H): 0.117, atom 3 (N): 0.082, atom 4 (H): 0.112, atom 5 (C): -0.097, atom 6 (C): -0.242, atom 7 (H): 0.068, atom 8 (H): 0.138

Please write out number 8 again, unchanged.
Computed, not measured: one molecule with the formula C4H6N2O in a non-equilibrium geometry, with ωB97M-V with the def2-TZVPD basis set.

Properties
- HOMO-LUMO gap (hartree) = 0.3667
- HOMO (eV) = -9.359
- strongest force on any atom (eV/A) = 4.2
- LUMO energy (Eh) = 0.0228
- E_tot (eV) = -9270.2871
- relative energy (zero: lowest compared OMol25 entry of this formula, charge and spin) (kJ/mol) = 310.2

CARTESIAN COORDINATES (ANGSTROEM)
N -0.585 0.521 -0.411
H 0.273 0.315 1.574
N -2.311 -0.959 0.213
H -1.139 -1.327 -1.355
C 0.101 0.949 0.741
C 1.677 -0.633 -0.182
H -2.509 -0.168 0.901
H 2.688 -0.453 -0.705
H -0.230 1.992 0.897
C 0.826 0.596 -0.451
C -1.355 -0.619 -0.578
H 1.214 1.380 -1.049
O 1.349 -1.593 0.405

Atom charges from the Löwdin analysis, given in e for atoms 1 to 8: atom 1 (N): -0.038, atom 2 (H): 0.117, atom 3 (N): 0.082, atom 4 (H): 0.112, atom 5 (C): -0.097, atom 6 (C): -0.242, atom 7 (H): 0.068, atom 8 (H): 0.138